Entry 1:
Density functional theory data (the ωB97M-V functional and the def2-TZVPD basis) for a 13-piece molecular cluster, C41H69FN13O overall.

F_max, eV/Å: 1.421
Calculated total energy, eV: -67767.182
Spin multiplicity: 2
E_LUMO (spin up / spin down), eV: 0.34 / 0.33
Orbital gap (spin up / spin down), eV: 8.59 / 9.70

CARTESIAN COORDINATES (ANGSTROEM)
C (6.6523, 1.2379, -1.6551)
C (5.3500, 0.4554, -1.9317)
C (4.3845, 0.3830, -0.7202)
C (3.8123, -1.0251, -0.4336)
C (2.2962, -1.0970, -0.2501)
C (1.3614, -0.7079, -1.4347)
C (2.0315, -0.9341, -2.8080)
C (2.4947, -2.3645, -3.1059)
C (1.6876, -3.0993, -4.1620)
F (3.8359, -2.3268, -3.5495)
C (1.0082, 0.8081, -1.3315)
C (-0.3993, 1.2861, -1.7577)
C (-0.6955, 2.5982, -0.9987)
C (-0.5399, 1.6217, -3.2722)
N (-1.4369, 0.2969, -1.3542)
O (-1.7366, 0.3653, -0.1008)
C (-1.2390, -1.1102, -1.7960)
C (-2.3537, -1.9610, -1.1411)
C (-1.4258, -1.2788, -3.3132)
C (0.1159, -1.6123, -1.2813)
H (7.5149, 0.6668, -2.0079)
H (6.7893, 1.4344, -0.5927)
H (6.6617, 2.1739, -2.2142)
H (5.5747, -0.5443, -2.3036)
H (4.8298, 0.9669, -2.7469)
H (4.9557, 0.7012, 0.1557)
H (3.5920, 1.1234, -0.8290)
H (4.1793, -1.7224, -1.1878)
H (4.2452, -1.3630, 0.5141)
H (2.0397, -2.1217, 0.0435)
H (2.0573, -0.4734, 0.6150)
H (1.3154, -0.6444, -3.5828)
H (2.8731, -0.2463, -2.9193)
H (2.5055, -2.9381, -2.1731)
H (2.3145, -3.8898, -4.5817)
H (1.3764, -2.4282, -4.9620)
H (0.8238, -3.5914, -3.7129)
H (1.1897, 1.1707, -0.3205)
H (1.7113, 1.3467, -1.9753)
H (-1.7712, 2.7842, -0.9814)
H (-0.3732, 2.5388, 0.0423)
H (-0.1608, 3.4219, -1.4676)
H (-1.4960, 1.2199, -3.6109)
H (-0.6094, 2.6993, -3.3977)
H (0.2754, 1.2459, -3.8872)
H (-3.3036, -1.4249, -1.1782)
H (-2.4718, -2.8815, -1.7176)
H (-2.1179, -2.2226, -0.1128)
H (-0.6927, -0.7383, -3.9067)
H (-2.4075, -0.8828, -3.5905)
H (-1.3916, -2.3370, -3.5646)
H (-0.0263, -1.7864, -0.2110)
H (0.2906, -2.5929, -1.7309)
C (-3.5634, -0.0592, 2.6354)
C (-3.5692, -1.0337, 3.7177)
N (-3.5738, -1.8022, 4.5733)
H (-4.2020, 0.7848, 2.8925)
H (-2.5526, 0.3036, 2.4718)
H (-3.9191, -0.5201, 1.7156)
C (0.1293, 1.7031, 3.0736)
C (1.4314, 1.7343, 2.4155)
N (2.4487, 1.7610, 1.8826)
H (0.0082, 0.7611, 3.6058)
H (0.0498, 2.5254, 3.7761)
H (-0.6601, 1.8000, 2.3295)
C (3.4867, 3.7056, -5.2222)
C (2.4036, 4.0031, -4.2919)
N (1.5065, 4.2310, -3.6112)
H (3.9555, 2.7590, -4.9632)
H (3.0860, 3.6390, -6.2320)
H (4.2422, 4.4870, -5.1927)
C (-5.4069, -4.2153, 3.1362)
C (-6.8241, -4.1955, 2.7985)
N (-7.9460, -4.1804, 2.5507)
H (-4.8182, -4.4197, 2.2430)
H (-5.1057, -3.2543, 3.5478)
H (-5.2148, -4.9948, 3.8696)
C (-10.9425, -4.2896, 4.4145)
C (-12.1615, -3.9170, 5.1225)
N (-13.1168, -3.6241, 5.6892)
H (-10.6595, -5.3094, 4.6678)
H (-11.0994, -4.2313, 3.3400)
H (-10.1331, -3.6145, 4.6843)
C (9.2835, 4.9365, -6.0399)
C (7.8436, 4.7309, -5.9797)
N (6.7079, 4.5691, -5.9261)
H (9.6460, 4.7255, -7.0430)
H (9.5139, 5.9693, -5.8003)
H (9.7823, 4.2832, -5.3257)
C (-1.7078, 2.8378, 7.3615)
C (-2.0433, 2.7138, 5.9485)
N (-2.3100, 2.6161, 4.8355)
H (-2.2763, 3.6526, 7.8052)
H (-1.9478, 1.9106, 7.8781)
H (-0.6448, 3.0433, 7.4722)
C (-4.0025, -8.4949, 2.6197)
C (-3.7825, -7.4359, 3.5966)
N (-3.6087, -6.5970, 4.3618)
H (-4.5918, -9.2923, 3.0677)
H (-4.5387, -8.0974, 1.7600)
H (-3.0462, -8.8969, 2.2913)
C (7.9015, 9.4069, -6.6963)
C (8.7692, 8.4122, -7.3141)
N (9.4453, 7.6203, -7.7986)
H (7.8344, 10.2847, -7.3357)
H (6.9066, 8.9885, -6.5565)
H (8.3058, 9.6995, -5.7293)
C (8.7122, 2.3279, 1.6967)
C (9.9113, 2.4937, 0.8857)
N (10.8489, 2.6251, 0.2363)
H (8.1624, 3.2663, 1.7350)
H (8.0766, 1.5626, 1.2567)
H (8.9789, 2.0312, 2.7090)
C (-8.6656, -7.2541, 7.0378)
C (-9.1460, -7.5355, 5.6905)
N (-9.5235, -7.7572, 4.6287)
H (-9.2134, -6.4114, 7.4555)
H (-8.8156, -8.1255, 7.6719)
H (-7.6052, -7.0107, 7.0076)
C (-7.2564, 2.6845, 4.1057)
C (-6.0162, 2.8032, 3.3490)
N (-5.0367, 2.8962, 2.7561)
H (-7.7565, 3.6501, 4.1460)
H (-7.9136, 1.9622, 3.6256)
H (-7.0394, 2.3511, 5.1186)

Cartesian forces, eV/Å:
C 0.0 -0.4 -0.5
C -0.3 0.4 0.1
C 0.5 -0.1 -0.1
C 0.1 0.3 0.1
C 0.2 -0.3 -0.1
C 0.0 0.2 -0.1
C -0.3 -0.1 -0.2
C 0.0 0.1 0.2
C 0.4 -0.2 0.1
F -0.2 0.1 0.0
C 0.0 -0.2 -0.4
C 0.0 1.0 -0.3
C 0.0 -0.3 0.3
C -0.6 -0.2 0.4
N 0.9 -0.4 1.0
O -0.2 0.1 -0.3
C -0.7 -0.6 -0.3
C 0.1 0.1 -0.3
C 0.0 0.5 0.1
C -0.2 0.4 0.3
H 0.0 0.1 0.1
H 0.0 0.1 0.0
H 0.0 0.1 0.3
H 0.0 0.0 0.1
H 0.0 -0.2 -0.1
H -0.2 0.0 0.0
H 0.0 -0.1 0.0
H -0.2 0.0 -0.1
H 0.0 -0.1 -0.1
H 0.2 0.0 0.0
H -0.2 -0.1 -0.1
H 0.1 0.0 0.0
H 0.1 -0.2 0.1
H 0.1 -0.1 -0.1
H -0.1 0.1 0.0
H -0.1 -0.1 0.0
H -0.1 0.2 -0.1
H -0.1 -0.2 0.0
H 0.0 0.1 0.1
H 0.1 0.2 -0.2
H -0.1 0.0 -0.1
H 0.0 0.0 -0.1
H 0.2 0.1 -0.2
H 0.3 0.0 -0.1
H -0.1 0.0 0.0
H 0.0 0.0 0.1
H 0.1 0.0 0.1
H -0.1 0.1 0.1
H 0.0 -0.2 0.0
H 0.0 -0.2 0.0
H 0.1 0.0 0.0
H 0.0 0.0 0.0
H 0.1 0.0 0.1
C -0.1 0.0 0.0
C 0.1 -0.1 0.1
N 0.0 0.1 -0.1
H 0.1 0.0 -0.1
H 0.0 0.0 -0.1
H 0.0 0.0 0.0
C 0.1 -0.1 -0.1
C 0.0 0.0 0.0
N 0.0 0.0 0.1
H 0.0 0.0 0.0
H 0.0 0.0 0.0
H 0.0 0.0 0.0
C 0.0 0.1 0.1
C -0.2 0.0 -0.1
N 0.2 0.0 0.0
H 0.0 0.0 0.0
H 0.0 0.0 0.0
H 0.0 0.0 0.0
C -0.1 0.0 -0.1
C -0.2 0.0 0.0
N 0.1 0.0 0.0
H 0.0 0.0 0.0
H 0.0 -0.1 0.0
H 0.0 0.1 0.0
C 0.0 0.0 0.0
C -0.1 0.0 0.1
N 0.1 0.0 -0.1
H 0.0 0.0 0.0
H 0.0 0.0 0.0
H 0.0 0.0 0.0
C 0.1 -0.1 0.1
C -0.1 0.0 0.0
N 0.1 0.1 0.0
H 0.0 0.0 0.0
H 0.0 0.0 0.0
H 0.0 0.0 0.0
C 0.0 0.0 0.0
C -0.1 0.0 -0.1
N 0.0 0.0 0.2
H 0.0 0.0 0.0
H 0.0 0.0 0.0
H 0.0 0.0 0.0
C 0.0 0.0 0.0
C 0.1 0.1 0.1
N 0.0 -0.2 -0.1
H 0.0 0.0 0.0
H 0.0 0.0 0.0
H 0.0 0.0 0.0
C 0.0 0.0 0.0
C 0.1 -0.1 -0.1
N -0.1 0.1 0.1
H 0.0 0.0 0.0
H 0.0 0.0 0.0
H 0.0 0.0 0.0
C 0.0 0.0 0.0
C 0.1 0.0 -0.1
N -0.1 0.0 0.1
H 0.0 0.0 0.0
H 0.0 0.0 0.0
H 0.0 0.0 0.0
C 0.0 0.0 0.0
C 0.0 -0.1 -0.1
N 0.0 0.0 0.1
H 0.0 0.0 0.0
H 0.0 0.0 0.0
H 0.0 0.0 0.0
C 0.0 0.0 0.0
C 0.1 0.1 -0.1
N -0.2 0.1 0.0
H 0.0 0.0 0.0
H 0.0 0.0 0.0
H 0.0 0.0 0.0

---

Entry 2:
Density functional theory data (the ωB97M-V functional and the def2-TZVPD basis) for an isolated ion of composition C4H13N3 and charge +3.

ΔE to the lowest compared entry with this formula, charge and spin, kcal/mol: 60.0
F_max, eV/Å: 6.177
Calculated total energy, eV: -8793.570
Spin multiplicity: 2
Charge: +3
E_LUMO (spin up / spin down), eV: -12.90 / -15.99
Orbital gap (spin up / spin down), eV: 10.96 / 8.59

CARTESIAN COORDINATES (ANGSTROEM)
C (0.3498, 1.4987, -1.0407)
C (0.7584, -0.1883, -0.7316)
C (-0.0568, -0.5150, 0.5172)
C (-0.9662, -1.4703, 0.4974)
N (-1.5396, -2.4323, 1.5640)
N (0.0257, 0.4307, 1.4126)
N (1.3462, 2.3427, -2.0282)
H (-0.6119, 1.5948, -1.4819)
H (0.7438, 2.0012, -0.1733)
H (1.9026, -0.1163, -0.6676)
H (0.5408, -0.8390, -1.6104)
H (-1.4586, -1.6841, -0.4247)
H (-1.1100, -2.7001, 2.4731)
H (-2.5007, -2.2952, 1.8660)
H (-1.5844, -3.3204, 1.0494)
H (-0.7139, 0.7216, 2.1396)
H (0.9694, 0.7933, 1.5612)
H (0.6476, 2.7929, -2.7047)
H (1.9895, 1.5948, -2.5334)
H (1.8494, 3.1179, -1.5856)

Cartesian forces, eV/Å:
C 3.9 -1.2 -0.4
C 1.0 2.5 -2.1
C 2.9 4.1 -0.3
C -4.2 -4.5 0.9
N 0.8 0.1 -0.6
N -0.3 0.1 3.1
N -1.7 -3.1 -2.1
H -0.9 0.3 0.4
H -1.6 0.1 0.8
H -1.6 -0.7 0.7
H 0.0 0.4 0.8
H -0.1 -0.5 -0.7
H 1.0 0.8 -0.4
H -1.0 0.8 -0.4
H 0.0 -0.4 -0.1
H 1.4 -1.0 -1.1
H -0.3 0.8 0.0
H 1.6 -0.7 0.4
H -1.2 2.5 0.8
H 0.3 -0.4 0.2